w.
# C4H6N2

A cluster of 2 separate species, C4H6N2 in total (ωB97M-V/def2-TZVPD, OMol25).

Properties
Orbital gap (spin up / spin down) (eV): 8.43 / 8.43
LUMO energy (spin up / spin down) (eV): 0.269 / 0.269

The geometry in ORCA input format:
```
! wB97M-V def2-TZVPD RIJCOSX def2/J DEFGRID3
* xyz 0 1
C -0.95294 0.86651 1.15808
N -0.16898 0.42496 0.24119
C 0.03431 0.46913 -1.20716
C 0.87353 -0.26591 -0.24159
C 2.20722 -0.36725 0.16740
N 3.31697 -0.50060 0.49207
H -0.71792 0.67390 2.19897
H -1.55263 -2.06532 -0.11308
H -1.84308 1.40981 0.86361
H 0.30891 1.45690 -1.58349
H -0.69796 -0.07717 -1.80541
H -0.80744 -2.02496 -0.17059
*
```

Mulliken atomic charge list, values in e, 6 entries: atom 1 (C): -0.327, atom 2 (N): -0.002, atom 3 (C): -0.314, atom 4 (C): 0.079, atom 5 (C): 0.034, atom 6 (N): -0.440

x.
# C4H6N2

The molecule C4H6N2 (ωB97M-V/def2-TZVPD, OMol25).

Properties
Structure (SMILES): N#CC[C@H]1CN1
Orbital gap (eV): 11.12
LUMO energy (eV): 0.902

The geometry in ORCA input format:
```
! wB97M-V def2-TZVPD RIJCOSX def2/J DEFGRID3
* xyz 0 1
N 1.57659 2.47450 -0.19883
C 1.35049 1.38534 -0.51314
C 0.97797 -0.00024 -0.79399
C 0.07274 -0.44903 0.34158
C -1.28617 0.13524 0.53553
N -1.04633 -1.27597 0.00323
H 0.43719 -0.07262 -1.74363
H 1.88384 -0.61340 -0.88872
H 0.61063 -0.70879 1.25486
H -1.77144 0.79673 -0.19353
H -1.67904 0.38183 1.53497
H -1.12647 -2.05360 0.66167
*
```

Mulliken atomic charge list, values in e, 6 entries: atom 1 (N): -0.409, atom 2 (C): 0.303, atom 3 (C): -0.565, atom 4 (C): 0.059, atom 5 (C): -0.452, atom 6 (N): -0.596

Q: Which of them is the least stable? A: w.

w.
# C3H7N

The molecule C3H7N (ωB97M-V/def2-TZVPD, OMol25).

Properties
Structure (SMILES): C[C@H]1CN1
Orbital gap (eV): 10.69
LUMO energy (eV): 1.237

The geometry in ORCA input format:
```
! wB97M-V def2-TZVPD RIJCOSX def2/J DEFGRID3
* xyz 0 1
C 0.72402 -0.79629 -1.09995
C 0.48982 0.10875 0.08245
C -0.69939 0.98395 0.20720
N -0.50909 -0.14707 1.09619
H -0.24066 -1.25015 -1.44941
H 1.19899 -0.26441 -1.91907
H 1.34617 -1.63438 -0.80854
H 1.48854 0.44655 0.46770
H -1.46466 0.86474 -0.56968
H -0.70778 1.97194 0.66045
H -1.14359 -0.88325 0.80704
*
```

Mulliken atomic charge list, values in e, 6 entries: atom 1 (C): -1.132, atom 2 (C): 0.229, atom 3 (C): -0.377, atom 4 (N): -0.567, atom 5 (H): 0.287, atom 6 (H): 0.278

x.
# C3H7N

A structure of composition C3H7N (ωB97M-V/def2-TZVPD, OMol25).

Properties
Orbital gap (eV): 8.38
LUMO energy (eV): 0.401

The geometry in ORCA input format:
```
! wB97M-V def2-TZVPD RIJCOSX def2/J DEFGRID3
* xyz 0 1
C -0.35558 1.11867 -0.71506
C 0.27948 0.06746 0.08996
C -0.21281 -1.37801 0.51687
N 1.12744 0.64599 1.01393
H -0.65290 2.08972 -0.12446
H 0.23548 1.62371 -1.56282
H -1.12203 0.81263 -1.45320
H -0.79642 -1.80725 -0.29656
H 1.61634 -0.08877 0.24184
H -0.81297 -1.14523 1.45824
H 0.69397 -1.93892 0.83125
*
```

Mulliken atomic charge list, values in e, 6 entries: atom 1 (C): -0.955, atom 2 (C): 0.311, atom 3 (C): -0.778, atom 4 (N): -0.565, atom 5 (H): 0.247, atom 6 (H): 0.264

y.
# C3H7N

The molecule C3H7N (ωB97M-V/def2-TZVPD, OMol25).

Properties
Structure (SMILES): C/C=C\N
Orbital gap (eV): 9.60
LUMO energy (eV): 1.149

The geometry in ORCA input format:
```
! wB97M-V def2-TZVPD RIJCOSX def2/J DEFGRID3
* xyz 0 1
C 1.22106 0.55521 0.78405
C -0.23329 0.25468 0.72770
C -1.05303 -0.15964 -0.25811
N -0.54561 -0.64710 -1.50456
H 1.60846 1.07636 -0.11486
H 1.34207 1.34553 1.55894
H 1.85355 -0.26729 1.11824
H -0.78893 0.47742 1.63909
H -1.77091 -0.86731 0.19532
H -0.83864 -0.17959 -2.36073
H -0.79475 -1.58827 -1.78508
*
```

Mulliken atomic charge list, values in e, 6 entries: atom 1 (C): -0.917, atom 2 (C): -0.196, atom 3 (C): -0.113, atom 4 (N): -0.525, atom 5 (H): 0.256, atom 6 (H): 0.298

z.
# C3H7N

A cluster of 3 separate species, C3H7N in total (ωB97M-V/def2-TZVPD, OMol25).

Properties
Orbital gap (eV): 9.13
LUMO energy (eV): 1.144

The geometry in ORCA input format:
```
! wB97M-V def2-TZVPD RIJCOSX def2/J DEFGRID3
* xyz 0 1
C -0.09784 -1.04075 0.93925
N -0.19902 0.20357 0.49765
C 0.59208 0.99461 -0.24775
C -0.82291 0.80667 -0.66345
H 1.10296 -1.25796 -0.51567
H -0.99466 -1.65146 0.94076
H 0.67493 -1.24493 1.67340
H 1.17311 1.85728 0.04645
H 1.33122 -0.47740 -0.79184
H -1.62878 1.50413 -0.43230
H -1.00393 0.15107 -1.52080
*
```

Mulliken atomic charge list, values in e, 6 entries: atom 1 (C): -0.564, atom 2 (N): 0.003, atom 3 (C): -0.452, atom 4 (C): -0.303, atom 5 (H): 0.053, atom 6 (H): 0.259

Q: Which of them is the least stable? A: z.

w.
# C3H7N

The molecule C3H7N (ωB97M-V/def2-TZVPD, OMol25).

Properties
Structure (SMILES): CN1CC1
Orbital gap (eV): 10.23
LUMO energy (eV): 1.250

The geometry in ORCA input format:
```
! wB97M-V def2-TZVPD RIJCOSX def2/J DEFGRID3
* xyz 0 1
C -1.38313 0.02947 -0.05848
N -0.09911 0.03217 -0.64129
C 0.97024 0.74859 -0.05814
C 0.97965 -0.75746 -0.03953
H -2.19530 -0.69448 -0.58465
H -1.29861 -0.46446 0.96960
H -1.82967 1.12921 0.04145
H 1.03760 1.22898 0.96058
H 1.55047 1.35100 -0.72632
H 0.69840 -1.18910 0.82322
H 1.56943 -1.41393 -0.68644
*
```

Mulliken atomic charge list, values in e, 6 entries: atom 1 (C): -0.638, atom 2 (N): -0.217, atom 3 (C): -0.281, atom 4 (C): -0.516, atom 5 (H): 0.214, atom 6 (H): 0.244

x.
# C3H7N

A cluster of 2 separate species, C3H7N in total (ωB97M-V/def2-TZVPD, OMol25).

Properties
Orbital gap (spin up / spin down) (eV): 9.01 / 8.39
LUMO energy (spin up / spin down) (eV): -0.508 / -0.387

The geometry in ORCA input format:
```
! wB97M-V def2-TZVPD RIJCOSX def2/J DEFGRID3
* xyz 0 1
C -0.51508 0.39833 -1.14607
C 0.96528 -0.60855 0.78059
C -0.29921 -0.51196 -0.10230
N 0.39180 1.24534 -1.41962
H -1.46939 0.49750 -1.54319
H 1.68441 -1.13496 0.16723
H 0.83682 -1.33775 1.62043
H 1.27536 0.35953 1.15640
H -1.45632 0.71367 1.07539
H -0.90171 -1.52420 -0.02630
H 0.19130 1.93713 -2.05427
*
```

Mulliken atomic charge list, values in e, 6 entries: atom 1 (C): 0.040, atom 2 (C): -0.858, atom 3 (C): -0.468, atom 4 (N): -0.563, atom 5 (H): 0.487, atom 6 (H): 0.298

Q: Which of them is the least stable? A: x.

w.
# C17H21N3O4

The molecule C17H21N3O4 (ωB97M-V/def2-TZVPD, OMol25).

Properties
Structure (SMILES): CCOc1cc(C(=O)Nc2cnccn2)cc(OCC)c1OCC
Orbital gap (eV): 8.65
LUMO energy (eV): 0.425

The geometry in ORCA input format:
```
! wB97M-V def2-TZVPD RIJCOSX def2/J DEFGRID3
* xyz 0 1
C 2.39577 1.11436 3.11192
C 2.12440 1.67591 1.71946
O 0.74500 1.81719 1.44506
C 0.00525 0.73597 1.05821
C 0.52395 -0.54515 0.92284
C -0.29057 -1.59884 0.52680
C 0.25135 -2.97044 0.40263
O -0.33543 -3.96053 0.78024
N 1.52186 -3.09099 -0.12966
C 2.25980 -2.21780 -0.89761
C 1.70882 -1.19207 -1.68630
N 2.47598 -0.37857 -2.37843
C 3.79094 -0.56910 -2.33301
C 4.33316 -1.62453 -1.61909
N 3.57259 -2.44118 -0.90552
C -1.64839 -1.39770 0.31195
C -2.18255 -0.12363 0.42133
O -3.48194 0.20491 0.21922
C -4.40837 -0.79209 -0.16354
C -4.32660 -1.13304 -1.64926
C -1.35270 0.96440 0.77076
O -1.99184 2.16188 0.86772
C -1.35502 3.34782 0.41949
C -0.91613 3.26142 -1.03777
H 3.46725 1.08150 3.28963
H 1.98830 0.11248 3.21970
H 1.93222 1.75249 3.85988
H 2.51450 2.69622 1.65415
H 2.61591 1.07428 0.94457
H 1.55792 -0.74307 1.15122
H 1.98537 -3.97314 0.06085
H 0.64290 -1.04111 -1.76957
H 4.39638 0.12347 -2.89849
H 5.39334 -1.83588 -1.60915
H -2.24885 -2.25117 0.04513
H -5.38360 -0.34983 0.05869
H -4.28860 -1.69143 0.45192
H -4.47089 -0.23268 -2.24106
H -3.35836 -1.55832 -1.90090
H -5.10218 -1.85041 -1.90282
H -0.50395 3.60148 1.05859
H -2.12943 4.11075 0.53708
H -0.55225 4.23023 -1.36859
H -0.11939 2.53030 -1.15587
H -1.75593 2.96563 -1.66242
*
```

Mulliken atomic charge list, values in e, 6 entries: atom 1 (C): -1.125, atom 2 (C): -0.474, atom 3 (O): -0.402, atom 4 (C): 0.574, atom 5 (C): -0.332, atom 6 (C): -1.295

x.
# C17H21N3O4

The molecule C17H21N3O4 (ωB97M-V/def2-TZVPD, OMol25).

Properties
Structure (SMILES): COc1cccc(-c2noc(CCCC(=O)N3CCOCC3)n2)c1
Orbital gap (eV): 9.31
LUMO energy (eV): 0.653

The geometry in ORCA input format:
```
! wB97M-V def2-TZVPD RIJCOSX def2/J DEFGRID3
* xyz 0 1
C 6.84753 4.04389 -1.45413
O 6.25492 2.76926 -1.39678
C 4.90650 2.68140 -1.24074
C 4.04492 3.77013 -1.13361
C 2.68305 3.56173 -0.97666
C 2.16139 2.28608 -0.92395
C 3.02119 1.19326 -1.03131
C 2.48342 -0.15178 -0.97887
N 3.19902 -1.24126 -1.08825
O 2.30922 -2.26553 -0.98994
C 1.09992 -1.71426 -0.82270
C -0.09389 -2.57447 -0.66973
C -1.36073 -1.84505 -1.11749
C -2.61639 -2.62683 -0.71966
C -2.75253 -2.69449 0.79259
O -2.41126 -3.68787 1.40988
N -3.21401 -1.59503 1.43263
C -3.73396 -0.37429 0.86074
C -5.20517 -0.21614 1.27559
O -5.34678 -0.22522 2.67465
C -4.84719 -1.42420 3.22782
C -3.37121 -1.62119 2.87583
N 1.14928 -0.41869 -0.81062
C 4.38548 1.39023 -1.18890
H 6.47738 4.62272 -2.30664
H 6.68057 4.60806 -0.53077
H 7.91460 3.86631 -1.57770
H 4.41997 4.78083 -1.17077
H 2.02725 4.41611 -0.89515
H 1.10414 2.11467 -0.80241
H -0.18630 -2.85660 0.38365
H 0.05844 -3.49403 -1.23799
H -1.33999 -1.71667 -2.20151
H -1.36434 -0.85322 -0.66422
H -3.50284 -2.18998 -1.17903
H -2.52419 -3.65600 -1.07108
H -3.65348 -0.36951 -0.22291
H -3.16023 0.46993 1.26283
H -5.59987 0.74205 0.93374
H -5.79590 -1.03357 0.83189
H -4.98018 -1.34060 4.30700
H -5.42883 -2.28025 2.85343
H -3.01076 -2.58366 3.23971
H -2.77687 -0.81146 3.31314
H 5.04871 0.54520 -1.27163
*
```

Mulliken atomic charge list, values in e, 6 entries: atom 1 (C): -0.852, atom 2 (O): -0.403, atom 3 (C): 0.711, atom 4 (C): -0.437, atom 5 (C): -0.795, atom 6 (C): -0.675

Q: Which of them is the least stable? A: x.